{"formula": "C16H20BINO15S", "method": "ωB97M-V/def2-TZVPD", "homo_ev": -7.1, "total_energy_ev": -68734.4267, "charge": -1, "orbital_gap_ev": 8.67, "elements": ["C", "C", "C", "O", "O", "C", "C", "C", "C", "O", "S", "O", "O", "C", "O", "C", "N", "C", "C", "C", "O", "I", "H", "H", "H", "H", "H", "H", "H", "H", "H", "H", "H", "H", "H", "H", "H", "H", "H", "H", "H", "H", "B", "O", "C", "O", "C", "O", "O", "O", "C", "O", "C", "O", "O"], "positions_angstrom": [[-5.96903, -1.83993, 0.90062], [-5.92515, -0.62830, -0.15858], [-4.94646, -0.86049, -1.39723], [-5.44368, -0.79191, -2.55791], [-3.54630, -1.10429, -1.31373], [-3.24144, -2.50475, -1.07430], [-1.98705, -2.51724, -0.03919], [-0.70843, -1.78299, -0.69474], [0.59499, -2.66707, -0.34741], [1.76856, -1.85649, -0.07721], [1.48820, -1.08900, 1.41524], [2.78743, -0.40766, 1.75971], [1.20617, -2.07784, 2.52960], [0.07436, 0.07918, 1.11416], [0.59650, 1.41613, 1.17699], [-1.09470, -0.00736, 2.23844], [-0.98547, 1.03748, 3.30019], [-0.58689, -0.21752, -0.34511], [0.17366, 0.54265, -1.53842], [-0.31438, 2.07113, -1.72596], [-1.15599, 2.62158, -0.97065], [0.49144, 3.37837, -3.30953], [-4.96666, -2.34803, 1.08942], [-6.28999, -1.37482, 1.90979], [-6.81175, -2.56240, 0.62002], [-6.98945, -0.53433, -0.58814], [-5.72366, 0.32801, 0.43287], [-2.86221, -3.03305, -2.02587], [-4.12962, -3.11281, -0.69900], [-2.32370, -2.07915, 0.95695], [-1.66707, -3.61621, 0.13074], [-0.85490, -1.87144, -1.83863], [0.44347, -3.42882, 0.49294], [0.84988, -3.28985, -1.28740], [1.16443, 1.55173, 1.96701], [-2.14979, 0.10610, 1.77928], [-1.10329, -1.02930, 2.78128], [-1.71277, 0.85179, 4.01771], [-0.04466, 0.94613, 3.72924], [-1.63922, 0.24067, -0.29442], [-0.11712, 0.02264, -2.53113], [1.31406, 0.45151, -1.47484], [5.56544, 2.53651, -0.61948], [4.72109, 3.26241, 0.34500], [4.87915, 2.67127, 1.53028], [4.32504, 3.02143, 2.54467], [5.81801, 1.55050, 1.39913], [6.17473, 0.81400, 2.28562], [6.23075, 1.45977, 0.13304], [4.75442, 1.98847, -1.71988], [5.22075, 2.51381, -2.85330], [4.77247, 2.27103, -3.94777], [6.34050, 3.41454, -2.55375], [6.98034, 4.04697, -3.35910], [6.55501, 3.43723, -1.23724]]}